(1)
{
  "formula": "C22H29N4O2PPdSe2",
  "method": "the ωB97M-V functional and the def2-TZVPD basis",
  "elements": ["Pd", "O", "C", "C", "C", "O", "C", "Se", "C", "Se", "H", "H", "H", "H", "H", "H", "H", "H", "H", "H", "N", "P", "C", "C", "C", "C", "C", "C", "C", "C", "C", "C", "C", "C", "C", "C", "C", "C", "C", "N", "H", "H", "H", "H", "H", "H", "H", "H", "H", "H", "H", "H", "H", "H", "H", "N", "N", "H", "H", "H", "H"],
  "xyz": [[-0.63884, -0.27482, -0.35806], [-5.30503, -1.27577, 4.10342], [-3.93489, -0.85688, 4.02850], [-3.47610, -0.52644, 2.60928], [-4.40149, 0.55393, 2.03714], [-5.68312, 0.02568, 1.64373], [-3.53600, -1.80061, 1.73817], [-3.48987, -1.52008, -0.23010], [-2.02961, -0.01532, 2.66729], [-1.70869, 1.87081, 3.22873], [-5.74642, -0.88654, 3.32984], [-3.33091, -1.67506, 4.43557], [-3.77353, 0.03114, 4.64842], [-3.91957, 1.02369, 1.18044], [-4.58302, 1.32382, 2.78433], [-5.47723, -0.51498, 0.85694], [-4.45522, -2.33988, 1.95911], [-2.70572, -2.45458, 2.02723], [-1.60677, -0.14201, 1.66469], [-1.45671, -0.68197, 3.31951], [2.26700, -1.03487, -0.54313], [1.61679, 0.62989, -0.45955], [3.50249, 1.19430, -0.50981], [3.95878, 1.85118, 0.63071], [5.26432, 2.32488, 0.72805], [6.14463, 2.15401, -0.33034], [5.71354, 1.50124, -1.48023], [4.40913, 1.02722, -1.56117], [1.39246, 1.09789, -2.23774], [1.00702, 0.18378, -3.21266], [0.75335, 0.59436, -4.51458], [0.86465, 1.93455, -4.86301], [1.24382, 2.85938, -3.89784], [1.51209, 2.43769, -2.60217], [1.60527, -2.18055, -0.22012], [2.30549, -3.36734, 0.07705], [1.59397, -4.50176, 0.37998], [0.20002, -4.46028, 0.38797], [-0.41363, -3.26187, 0.08974], [0.26770, -2.14483, -0.21167], [3.27243, -1.10947, -0.49736], [3.26128, 2.00230, 1.45025], [5.58995, 2.83410, 1.62839], [7.15889, 2.53163, -0.26438], [6.39356, 1.36839, -2.31519], [4.08214, 0.52638, -2.46824], [0.87984, -0.85738, -2.93468], [0.44080, -0.13417, -5.25383], [0.64422, 2.25695, -5.87389], [1.32956, 3.90952, -4.15213], [1.82182, 3.16381, -1.85654], [3.38839, -3.36464, 0.07179], [2.12045, -5.41955, 0.61820], [-0.39925, -5.32896, 0.62013], [-1.49335, -3.14226, 0.05260], [-2.67440, 2.05113, -0.85038], [-1.36683, 1.79462, -0.29980], [-3.16904, 2.66475, -0.20471], [-3.15670, 1.15110, -0.81525], [-1.35957, 1.93836, 0.72401], [-0.71436, 2.46039, -0.70268]],
  "forces_ev_per_angstrom": [[0.308, -0.006, -0.295], [-0.014, 0.081, 0.057], [-0.132, -0.115, -0.047], [0.002, 0.065, -0.048], [-0.028, 0.001, -0.018], [0.010, 0.050, 0.034], [0.011, 0.083, 0.022], [0.055, 0.042, 0.082], [0.012, 0.136, 0.031], [-0.050, -0.176, -0.049], [0.005, -0.063, 0.007], [0.037, -0.011, -0.008], [0.008, 0.007, 0.034], [-0.034, -0.022, 0.072], [-0.002, 0.014, 0.000], [-0.029, -0.032, -0.038], [-0.014, -0.051, 0.000], [0.034, 0.052, -0.031], [-0.001, 0.056, 0.107], [0.003, 0.051, 0.039], [0.011, 0.001, 0.088], [-0.163, -0.173, 0.035], [0.100, 0.087, 0.018], [0.022, 0.031, -0.024], [-0.056, -0.015, 0.001], [0.024, -0.003, -0.014], [-0.063, -0.022, 0.028], [0.007, 0.015, 0.008], [-0.072, 0.008, 0.059], [-0.017, -0.148, -0.001], [-0.008, 0.029, -0.044], [0.009, -0.018, 0.056], [0.005, -0.059, -0.018], [0.042, 0.066, 0.022], [0.026, 0.134, -0.047], [0.009, 0.016, -0.017], [-0.013, -0.056, 0.018], [0.023, 0.032, -0.010], [0.008, 0.078, -0.067], [-0.088, -0.087, -0.025], [-0.049, 0.017, -0.034], [0.006, -0.003, 0.007], [0.004, 0.003, 0.004], [0.004, -0.004, -0.002], [0.005, -0.003, -0.008], [-0.012, 0.012, -0.022], [0.009, 0.056, -0.009], [0.001, 0.004, -0.006], [0.004, 0.003, -0.004], [-0.006, 0.004, -0.002], [-0.004, -0.007, 0.006], [-0.001, 0.005, 0.001], [-0.005, 0.001, -0.006], [0.004, -0.011, 0.005], [-0.013, -0.021, 0.027], [0.003, 0.068, 0.080], [0.067, -0.206, 0.037], [0.039, -0.060, 0.002], [0.046, 0.036, -0.061], [-0.039, 0.113, 0.001], [-0.053, -0.088, -0.031]],
  "lowdin_charge": [0.35, -0.10, -0.23, -0.60, -0.28, -0.14, -0.55, 0.43, -0.63, 0.20, 0.05, 0.12, 0.10, 0.06, 0.09, -0.01, 0.04, 0.05, -0.03, 0.04, -0.12, 0.91, -0.35, -0.12, -0.12, -0.13, -0.12, -0.12, -0.42, -0.11, -0.10, -0.12, -0.11, -0.13, -0.40, -0.04, -0.11, -0.09, -0.15, -0.02, 0.07, 0.09, 0.09, 0.08, 0.09, 0.10, 0.08, 0.09, 0.08, 0.09, 0.10, 0.10, 0.09, 0.09, 0.00, -0.06, -0.17, 0.05, -0.04, -0.05, 0.04],
  "charge": -2,
  "mol_weight_g_mol": 676.81,
  "gap_ev": 4.7,
  "e_homo_ev": -0.3,
  "relative_energy_kj_mol": 0.0,
  "total_energy_ha": -6497.34548
}



(2)
{
  "formula": "C22H29N4OSe2V",
  "method": "the ωB97M-V functional and the def2-TZVPD basis",
  "elements": ["V", "Se", "Se", "C", "C", "C", "C", "C", "N", "C", "C", "C", "C", "C", "N", "H", "H", "H", "H", "H", "H", "H", "H", "C", "C", "C", "C", "C", "C", "H", "H", "H", "H", "H", "H", "H", "H", "H", "C", "N", "C", "C", "C", "N", "C", "C", "O", "H", "H", "H", "H", "H", "H", "H", "H", "H", "H", "H", "H"],
  "xyz": [[-0.01693, -0.82061, -1.00988], [-0.57353, -2.60391, -2.93028], [0.68977, -3.89571, -1.44858], [2.19067, -2.66831, -1.36318], [3.49027, -3.15271, -1.43668], [4.53967, -2.24801, -1.41318], [4.24407, -0.88981, -1.34958], [2.92167, -0.49181, -1.27578], [1.90677, -1.36521, -1.25678], [-2.16373, -2.36601, -1.80588], [-3.35873, -3.04291, -1.95708], [-4.37623, -2.75141, -1.05268], [-4.15133, -1.80801, -0.05938], [-2.91363, -1.18371, 0.01652], [-1.94093, -1.46131, -0.85398], [3.66857, -4.21551, -1.52338], [5.56167, -2.59281, -1.46168], [5.03427, -0.15701, -1.35618], [2.66097, 0.56129, -1.23408], [-3.49163, -3.77231, -2.74308], [-5.32203, -3.26841, -1.11848], [-4.92653, -1.56361, 0.65232], [-2.67993, -0.45811, 0.78792], [-1.43433, -1.29761, 3.96282], [0.04897, -1.27311, 3.51752], [0.75367, -2.52231, 4.06932], [0.71927, 0.01289, 4.03302], [0.08067, -1.24901, 2.07802], [0.10687, -1.15161, 0.85682], [-1.46423, -1.22991, 5.04732], [-1.91773, -2.22161, 3.65652], [-1.97853, -0.45431, 3.54292], [0.64877, -2.53401, 5.15182], [1.81397, -2.50551, 3.82312], [0.31697, -3.43681, 3.67282], [0.84677, -0.06131, 5.10862], [0.10257, 0.88249, 3.82152], [1.69687, 0.15479, 3.57962], [0.00797, 2.27229, 1.16902], [-0.03603, 2.83949, -0.16148], [-0.16023, 4.29009, -0.24108], [0.42697, 4.78269, -1.55158], [-0.24393, 4.04579, -2.69658], [-0.15823, 2.60649, -2.48468], [-0.23593, 1.79999, -3.68468], [-0.07653, 2.08549, -1.25988], [-0.02993, 0.78439, -1.14578], [0.56817, 2.94669, 1.81482], [0.49657, 1.29369, 1.17082], [-1.00333, 2.18149, 1.57432], [0.37367, 4.73179, 0.60302], [-1.21503, 4.56879, -0.14818], [1.50597, 4.60419, -1.56448], [0.26177, 5.85349, -1.66138], [0.24287, 4.28209, -3.64288], [-1.29623, 4.33499, -2.78748], [0.54637, 2.10859, -4.38048], [-1.20033, 1.95779, -4.17558], [-0.10823, 0.73279, -3.47448]],
  "forces_ev_per_angstrom": [[-0.405, -5.349, 1.447], [-0.513, 0.401, -0.067], [0.347, -0.033, 0.428], [0.133, -0.482, -0.200], [-0.526, -0.101, 0.041], [-0.206, 0.328, 0.094], [-0.094, -0.193, 0.009], [0.461, 0.463, 0.026], [0.476, -0.292, -0.274], [-0.097, -0.515, -0.529], [0.427, 0.062, -0.125], [0.147, 0.113, 0.099], [0.168, 0.060, -0.070], [-0.383, 0.148, 0.445], [-0.042, -0.043, -0.176], [-0.012, -0.028, -0.039], [0.081, -0.023, -0.024], [0.015, 0.143, -0.004], [0.064, -0.121, 0.073], [0.021, -0.029, -0.033], [-0.097, -0.011, -0.025], [0.032, 0.043, 0.053], [-0.030, -0.097, -0.051], [0.304, 0.016, -0.082], [-0.600, -0.104, 0.706], [0.234, 0.040, -0.227], [0.082, -0.090, -0.128], [0.178, 0.054, -0.671], [0.037, 0.024, -0.234], [-0.094, 0.006, 0.075], [-0.047, -0.100, 0.004], [-0.086, 0.118, 0.029], [-0.001, 0.024, 0.048], [0.067, -0.041, 0.037], [-0.048, -0.024, -0.014], [-0.015, 0.008, 0.125], [-0.083, 0.118, -0.006], [0.156, 0.001, 0.026], [0.066, -0.525, 0.584], [0.066, -0.932, -0.777], [0.025, 0.824, -0.304], [-0.111, -0.089, -0.026], [0.032, 0.854, 0.120], [0.087, -0.953, 0.803], [-0.058, -0.476, -0.553], [-0.111, 3.285, -0.244], [0.060, 3.538, -0.444], [0.021, -0.052, -0.068], [-0.157, 0.294, 0.055], [0.044, -0.047, 0.016], [-0.060, -0.200, -0.055], [0.057, -0.051, 0.016], [-0.067, 0.052, -0.022], [0.014, -0.031, 0.035], [-0.006, -0.130, 0.020], [0.059, -0.085, -0.009], [-0.010, -0.036, 0.081], [0.057, -0.050, 0.076], [-0.055, 0.319, -0.088]],
  "lowdin_charge": [0.80, 0.86, 0.87, -0.60, -0.03, 0.03, 0.02, -0.07, -0.12, -0.57, -0.01, 0.03, 0.03, -0.05, -0.11, 0.13, 0.14, 0.13, 0.13, 0.14, 0.14, 0.14, 0.13, -0.02, -0.60, -0.01, -0.02, -0.02, -0.06, 0.10, 0.09, 0.08, 0.10, 0.10, 0.09, 0.11, 0.08, 0.10, 0.01, -0.03, -0.10, -0.11, -0.10, -0.04, 0.02, -0.30, -0.12, 0.12, 0.07, 0.12, 0.14, 0.15, 0.14, 0.14, 0.15, 0.15, 0.12, 0.12, 0.07],
  "spin_multiplicity": 2,
  "charge": 3,
  "mol_weight_g_mol": 574.37,
  "gap_ev": [7.0, 7.5],
  "s2": 0.7662,
  "e_homo_ev": [-17.8, -17.8],
  "total_energy_ha": -6895.85897
}